[1]
Below is one molecule with the formula C15H23NO4, with properties calculated with wB97M-V/def2-TZVPD.

Geometry as XYZ:
```
43
Properties=species:S:1:pos:R:3
C 5.1820 -0.6524 1.6011
H 5.4874 -1.1942 0.6996
O 4.2802 -1.4023 2.3753
C 3.0869 -1.7619 1.8140
C 2.2333 -2.5150 2.6228
C 1.0094 -2.9286 2.1529
C 0.5950 -2.6018 0.8596
C 1.4375 -1.8481 0.0579
C 2.6745 -1.4333 0.5316
H 3.3005 -0.8473 -0.1227
H 1.1436 -1.5486 -0.9354
O -0.6420 -3.0754 0.5073
C -1.1291 -2.8909 -0.8021
C -1.9191 -1.5822 -0.9909
O -1.0981 -0.4381 -1.0567
C -1.0101 0.3282 0.1298
C -2.1926 1.2991 0.3271
N -2.2600 2.4439 -0.5536
C -2.4349 2.1201 -1.9593
C -2.7610 3.4114 -2.7116
O -1.7427 4.3724 -2.5530
C -1.5424 4.6593 -1.1894
C -1.1769 3.3974 -0.4048
H -1.0587 3.6419 0.6530
H -0.2198 3.0102 -0.7937
H -0.7347 5.3921 -1.1456
H -2.4580 5.0947 -0.7613
H -2.8416 3.2262 -3.7841
H -3.7131 3.8159 -2.3354
H -3.2649 1.4182 -2.0601
H -1.5309 1.6648 -2.3923
H -2.1477 1.6778 1.3524
H -3.1308 0.7481 0.2084
H -0.0763 0.8891 0.0447
H -0.9359 -0.3229 1.0087
H -2.6543 -1.4955 -0.1839
H -2.4491 -1.6468 -1.9476
H -1.8187 -3.7252 -0.9669
H -0.3232 -2.9494 -1.5401
H 0.3474 -3.5131 2.7720
H 2.5574 -2.7649 3.6203
H 6.0527 -0.4917 2.2351
H 4.7601 0.3172 1.3158
```

As for the lowest unoccupied orbital energy: 0.793 eV. As for the energy above the lowest of the compared OMol25 structures with the same formula, charge and spin: 87.91 kcal/mol. The value obtained for the molar mass is 281.35 g mol⁻¹. For the total energy, the calculation gives -25606.3959 eV. As for the strongest force on any atom: 0.6 eV Å⁻¹. As for the structure (SMILES): COc1ccc(OCCOCCN2CCOCC2)cc1. The value obtained for the frontier orbital gap is 8.696 eV.



[2]
Below is C15H24BBiN7O2 as an isolated structure, with properties calculated with wB97M-V/def2-TZVPD.

Geometry as XYZ:
```
50
Properties=species:S:1:pos:R:3
Bi -1.6532 -0.7897 -0.6528
B -0.6961 -2.0114 -3.4429
N 0.5381 -1.2955 -2.7752
C 1.7832 -1.1259 -3.2161
C 2.4630 -0.2893 -2.3358
C 1.5328 0.0215 -1.3571
N 0.3764 -0.5955 -1.6311
N -1.7077 -0.8828 -3.7779
C -2.0363 -0.2980 -4.9278
C -2.8072 0.8246 -4.6842
C -2.9092 0.8859 -3.2970
N -2.2411 -0.1527 -2.7489
H -0.3410 -2.5633 -4.4434
H -1.1898 -2.7444 -2.6021
H 2.1128 -1.6034 -4.1259
H 3.4806 0.0546 -2.4171
H 1.6099 0.6569 -0.4951
H -1.7042 -0.7145 -5.8670
H -3.2397 1.5086 -5.3954
H -3.3986 1.6178 -1.6303
C -1.0806 3.3979 2.6467
C -0.9809 2.4030 1.5271
N 0.0809 1.7941 1.1883
O 1.1354 2.1168 2.0100
C -2.1881 2.1079 0.6781
C -3.3089 3.1113 0.7950
N -2.3392 1.1129 -0.0991
O -3.5809 1.7792 -2.5811
H -0.1425 3.4654 3.1830
H -1.8674 3.1152 3.3480
H -1.3276 4.3850 2.2532
H 1.8830 1.6427 1.6362
H -3.6816 3.1427 1.8220
H -4.1294 2.8423 0.1361
H -2.9595 4.1162 0.5449
C 2.7186 -3.2835 2.1072
C 2.1527 -1.9980 2.7431
C 1.6404 -2.2733 4.1657
C 3.2246 -0.8991 2.7569
C 1.0053 -1.5687 1.9239
N 0.0945 -1.2661 1.2939
H 3.4637 -3.7083 2.7807
H 3.1957 -3.0649 1.1513
H 1.9358 -4.0249 1.9441
H 2.4894 -2.5152 4.8060
H 0.9456 -3.1140 4.1761
H 1.1363 -1.3983 4.5773
H 4.1157 -1.2936 3.2460
H 2.8933 -0.0244 3.3194
H 3.5030 -0.6039 1.7429
```

The total charge is +1. As for the lowest unoccupied orbital energy: -3.162 eV. As for the energy above the lowest of the compared OMol25 structures with the same formula, charge and spin: 0.00 kcal/mol. The value obtained for the molar mass is 554.20 g mol⁻¹. For the total energy, the calculation gives -36979.6625 eV. As for the strongest force on any atom: 0.5 eV Å⁻¹. The value obtained for the frontier orbital gap is 8.442 eV.



[3]
Below is C15H24BF4IrN5S as an isolated structure in a non-equilibrium geometry, with properties calculated with wB97M-V/def2-TZVPD.

Geometry as XYZ:
```
51
Properties=species:S:1:pos:R:3
Ir -0.0181 0.1637 0.1518
N 1.9539 -0.5029 -1.1845
C 1.7229 -1.5510 -2.1879
C 0.4612 -2.3281 -1.8256
N -0.6948 -1.4456 -1.6754
C -1.8417 -2.1795 -1.1282
C -2.8970 -1.2348 -0.5651
N -2.2941 -0.4382 0.5063
C -1.0382 -0.7225 -2.9094
C -0.5201 0.7217 -2.9768
N -0.7472 1.4349 -1.7116
H 2.5240 0.2481 -1.5636
H 2.4644 -0.9091 -0.4073
H 2.5625 -2.2542 -2.2211
H 1.6333 -1.1015 -3.1762
H 0.6266 -2.8360 -0.8751
H 0.2703 -3.0927 -2.5896
H -1.4892 -2.8126 -0.3127
H -2.2828 -2.8315 -1.8926
H -3.7275 -1.8378 -0.1817
H -3.2972 -0.5653 -1.3294
H -2.1844 -1.0476 1.3217
H -2.9190 0.3130 0.7808
H -2.1238 -0.7000 -3.0045
H -0.6511 -1.2648 -3.7790
H -1.0328 1.2211 -3.8081
H 0.5475 0.7487 -3.1877
H -1.7459 1.5798 -1.5796
H -0.3163 2.3561 -1.7607
S 2.0686 0.8666 4.2987
C 3.0524 -0.1614 3.4021
C 2.6256 -0.3437 2.0887
C 1.4784 0.3853 1.7588
C 1.0481 1.1195 2.8734
C -0.0734 1.9868 2.8975
C -0.3871 2.7969 4.0068
C -1.4738 3.6487 3.9324
C -2.2198 3.6726 2.7610
C -1.8535 2.8204 1.7152
N -0.8190 2.0063 1.7702
H 3.9241 -0.6072 3.8465
H 3.1594 -1.0180 1.4396
H 0.2255 2.7541 4.8943
H -1.7365 4.2779 4.7698
H -3.0697 4.3297 2.6532
H -2.4287 2.8282 0.7989
F 0.1758 -3.7123 2.6497
B -0.3675 -2.5103 2.5052
F 0.0711 -1.5292 3.3450
F -1.7252 -2.4872 2.3894
F 0.1166 -1.9988 1.1349
```

The total charge is +2. As for the lowest unoccupied orbital energy (spin up / spin down): -9.462 / -8.553 eV. As for the energy above the lowest of the compared OMol25 structures with the same formula, charge and spin: 93.03 kcal/mol. The value obtained for the molar mass is 585.48 g mol⁻¹. For the total energy, the calculation gives -48603.5226 eV. Its spin multiplicity is 2. Its expectation value of S² is 0.8513. As for the strongest force on any atom: 2.0 eV Å⁻¹. The value obtained for the frontier orbital gap (spin up / spin down) is 4.680 / 5.730 eV.



[4]
Below is C15H24ClO7P2S2SnTe as an isolated structure in a non-equilibrium geometry, with properties calculated with wB97M-V/def2-TZVPD.

Geometry as XYZ:
```
53
Properties=species:S:1:pos:R:3
Sn 0.3319 -0.3143 -0.1028
C -1.8717 5.9184 0.7947
C -0.9763 4.9324 0.0789
O -0.9983 3.6710 0.7839
P -1.3953 2.3316 0.0443
S -1.4965 0.8704 1.4211
S -0.0961 1.9391 -1.4633
O -2.8223 2.6892 -0.5280
C -3.6728 1.6735 -1.1209
C -4.5785 2.3397 -2.1302
H -1.8214 6.8850 0.2935
H -1.5493 6.0421 1.8285
H -2.9016 5.5641 0.7934
H 0.0589 5.2746 0.0747
H -1.2980 4.7844 -0.9527
H -4.2466 1.2164 -0.3137
H -3.0687 0.9024 -1.6004
H -5.2021 3.0977 -1.6551
H -5.2204 1.5837 -2.5806
H -3.9871 2.8090 -2.9161
C 0.6840 2.2230 4.5518
C 1.5687 0.9950 4.6522
O 1.6213 0.2511 3.4215
P 2.8432 0.4080 2.4103
O 2.6904 -0.5887 1.3287
Te 4.9385 0.2314 3.5815
O 2.6360 1.8836 1.8099
C 3.5093 2.9994 2.0117
C 2.8060 4.2347 1.4885
H 0.7281 2.7818 5.4872
H -0.3451 1.9319 4.3592
H 1.0059 2.8668 3.7335
H 1.1827 0.3062 5.4032
H 2.5870 1.2815 4.9459
H 4.4455 2.8322 1.4731
H 3.7474 3.1148 3.0752
H 2.5788 4.1061 0.4304
H 3.4452 5.1077 1.6176
H 1.8724 4.3900 2.0297
Cl -3.4005 -7.5850 -3.2058
C -3.0058 -5.9442 -2.8105
C -2.0784 -5.6906 -1.8124
C -1.7516 -4.3775 -1.5155
C -2.3508 -3.3289 -2.2035
C -3.2917 -3.6021 -3.1892
C -3.6208 -4.9107 -3.5001
C -1.9937 -1.8956 -1.8974
O -2.6705 -0.9841 -2.3537
O -0.9478 -1.7508 -1.1455
H -1.6211 -6.5146 -1.2823
H -1.0271 -4.1553 -0.7454
H -3.7576 -2.7780 -3.7116
H -4.3460 -5.1364 -4.2698
```

As for the lowest unoccupied orbital energy (spin up / spin down): -0.051 / -3.190 eV. As for the energy above the lowest of the compared OMol25 structures with the same formula, charge and spin: 5.35 kcal/mol. The value obtained for the molar mass is 724.20 g mol⁻¹. For the total energy, the calculation gives -96177.8012 eV. Its spin multiplicity is 2. Its expectation value of S² is 0.7535. As for the strongest force on any atom: 1.6 eV Å⁻¹. The value obtained for the frontier orbital gap (spin up / spin down) is 8.280 / 5.140 eV.



Please write out number 3 again, unchanged.
Below is C15H24BF4IrN5S as an isolated structure in a non-equilibrium geometry, with properties calculated with wB97M-V/def2-TZVPD.

Geometry as XYZ:
```
51
Properties=species:S:1:pos:R:3
Ir -0.0181 0.1637 0.1518
N 1.9539 -0.5029 -1.1845
C 1.7229 -1.5510 -2.1879
C 0.4612 -2.3281 -1.8256
N -0.6948 -1.4456 -1.6754
C -1.8417 -2.1795 -1.1282
C -2.8970 -1.2348 -0.5651
N -2.2941 -0.4382 0.5063
C -1.0382 -0.7225 -2.9094
C -0.5201 0.7217 -2.9768
N -0.7472 1.4349 -1.7116
H 2.5240 0.2481 -1.5636
H 2.4644 -0.9091 -0.4073
H 2.5625 -2.2542 -2.2211
H 1.6333 -1.1015 -3.1762
H 0.6266 -2.8360 -0.8751
H 0.2703 -3.0927 -2.5896
H -1.4892 -2.8126 -0.3127
H -2.2828 -2.8315 -1.8926
H -3.7275 -1.8378 -0.1817
H -3.2972 -0.5653 -1.3294
H -2.1844 -1.0476 1.3217
H -2.9190 0.3130 0.7808
H -2.1238 -0.7000 -3.0045
H -0.6511 -1.2648 -3.7790
H -1.0328 1.2211 -3.8081
H 0.5475 0.7487 -3.1877
H -1.7459 1.5798 -1.5796
H -0.3163 2.3561 -1.7607
S 2.0686 0.8666 4.2987
C 3.0524 -0.1614 3.4021
C 2.6256 -0.3437 2.0887
C 1.4784 0.3853 1.7588
C 1.0481 1.1195 2.8734
C -0.0734 1.9868 2.8975
C -0.3871 2.7969 4.0068
C -1.4738 3.6487 3.9324
C -2.2198 3.6726 2.7610
C -1.8535 2.8204 1.7152
N -0.8190 2.0063 1.7702
H 3.9241 -0.6072 3.8465
H 3.1594 -1.0180 1.4396
H 0.2255 2.7541 4.8943
H -1.7365 4.2779 4.7698
H -3.0697 4.3297 2.6532
H -2.4287 2.8282 0.7989
F 0.1758 -3.7123 2.6497
B -0.3675 -2.5103 2.5052
F 0.0711 -1.5292 3.3450
F -1.7252 -2.4872 2.3894
F 0.1166 -1.9988 1.1349
```

The total charge is +2. As for the lowest unoccupied orbital energy (spin up / spin down): -9.462 / -8.553 eV. As for the energy above the lowest of the compared OMol25 structures with the same formula, charge and spin: 93.03 kcal/mol. The value obtained for the molar mass is 585.48 g mol⁻¹. For the total energy, the calculation gives -48603.5226 eV. Its spin multiplicity is 2. Its expectation value of S² is 0.8513. As for the strongest force on any atom: 2.0 eV Å⁻¹. The value obtained for the frontier orbital gap (spin up / spin down) is 4.680 / 5.730 eV.



Q: strongest force on any atom of number 3 (C15H24BF4IrN5S)?
A: 2.0 eV Å⁻¹



Q: Among the records above, which one has the highest energy above the lowest of the compared OMol25 structures with the same formula, charge and spin?
A: C15H24BF4IrN5S



Q: The lowest molar mass belongs to which entry?
A: C15H23NO4